(1)
# C7H11NO2

One molecule with the formula C7H11NO2 in a non-equilibrium geometry (the ωB97M-V functional and the def2-TZVPD basis, the Open Molecules 2025 dataset).

Summary:
DFT total energy = -478.35281 hartree
total charge = 0
Kohn-Sham gap (alpha / beta) = 8.83 / 8.23 eV
maximum force = 0.093 hartree/bohr
energy above the lowest of the compared OMol25 structures with the same formula, charge and spin = 640.55 kJ/mol

Cartesian coordinates (Å):
1 C -0.163 2.146 0.501
2 C 0.567 1.033 -1.491
3 C -0.246 2.901 1.564
4 C -0.120 -0.588 0.210
5 C 0.973 -0.781 1.345
6 C -1.457 -1.298 0.466
7 C 0.252 -1.407 -1.927
8 N 0.367 -0.255 -1.055
9 O 0.910 1.308 -2.614
10 O 0.101 2.158 -0.779
11 H -0.166 3.882 1.536
12 H -0.522 2.458 2.476
13 H 0.885 -1.769 1.614
14 H 0.862 -0.039 2.250
15 H 1.947 -0.587 0.902
16 H -1.782 -0.951 1.546
17 H -1.171 -2.352 0.467
18 H -2.121 -0.832 -0.363
19 H -0.360 -2.167 -1.448
20 H -0.026 -1.162 -2.952
21 H 1.270 -1.696 -2.248

***

(2)
# C43H54F24O17

A 10-piece molecular cluster, C43H54F24O17 overall in a non-equilibrium geometry (the ωB97M-V functional and the def2-TZVPD basis, the Open Molecules 2025 dataset).

Summary:
DFT total energy = -5346.66264 hartree
total charge = 0
Kohn-Sham gap = 9.58 eV
maximum force = 0.143 hartree/bohr

Cartesian coordinates (Å):
1 O 5.265 1.978 0.546
2 C 4.544 2.848 0.164
3 O 4.130 2.929 -1.122
4 C 3.255 4.023 -1.359
5 C 3.454 4.959 -0.162
6 C 3.759 3.951 0.938
7 H 2.214 3.704 -1.440
8 H 3.479 4.523 -2.300
9 H 2.565 5.589 -0.068
10 H 4.189 5.721 -0.424
11 H 2.975 3.406 1.458
12 H 4.483 4.454 1.580
13 O -0.714 2.021 -4.122
14 C -1.233 2.697 -3.277
15 O -1.352 2.323 -1.992
16 C -1.968 3.320 -1.183
17 C -2.102 4.561 -2.098
18 C -1.916 3.993 -3.490
19 H -1.307 3.546 -0.347
20 H -2.923 2.976 -0.784
21 H -1.340 5.296 -1.838
22 H -3.064 5.068 -2.040
23 H -1.318 4.668 -4.098
24 H -2.888 3.830 -3.956
25 O -7.373 -1.867 -0.735
26 C -6.801 -1.850 0.312
27 O -6.312 -3.010 0.852
28 C -5.528 -2.746 2.034
29 C -5.871 -1.333 2.467
30 C -6.519 -0.701 1.249
31 H -4.492 -2.782 1.686
32 H -5.803 -3.529 2.735
33 H -4.975 -0.755 2.699
34 H -6.420 -1.342 3.408
35 H -5.787 -0.148 0.651
36 H -7.366 -0.081 1.526
37 O -0.245 -5.746 -4.562
38 C 0.843 -5.265 -4.730
39 O 1.670 -5.074 -3.686
40 C 2.939 -4.476 -4.045
41 C 2.608 -3.933 -5.442
42 C 1.622 -4.935 -5.987
43 H 3.698 -5.251 -4.120
44 H 3.118 -3.675 -3.335
45 H 3.499 -3.684 -6.018
46 H 2.059 -2.988 -5.398
47 H 2.069 -5.861 -6.365
48 H 0.979 -4.648 -6.818
49 O 5.981 -3.485 -4.104
50 C 6.094 -2.707 -3.202
51 O 5.434 -2.892 -2.029
52 C 5.725 -1.829 -1.091
53 C 6.308 -0.717 -1.990
54 C 7.031 -1.520 -3.051
55 H 6.462 -2.141 -0.355
56 H 4.774 -1.547 -0.649
57 H 6.944 -0.064 -1.393
58 H 5.494 -0.071 -2.319
59 H 7.983 -1.889 -2.667
60 H 7.173 -0.967 -3.975
61 O 6.374 -0.288 1.441
62 C 5.757 0.641 1.884
63 O 6.358 1.616 2.576
64 C 5.489 2.708 2.868
65 C 4.107 2.117 2.702
66 C 4.261 0.857 1.858
67 H 5.753 3.532 2.207
68 H 5.491 3.058 3.901
69 H 3.356 2.882 2.493
70 H 3.759 1.758 3.676
71 H 4.001 0.959 0.801
72 H 3.702 0.014 2.257
73 O -1.585 -1.371 -1.325
74 C -2.393 -2.233 -1.596
75 O -1.954 -3.470 -1.723
76 C -3.010 -4.354 -2.128
77 C -4.167 -3.460 -2.581
78 C -3.852 -2.088 -1.921
79 H -3.247 -4.828 -1.167
80 H -2.692 -5.179 -2.761
81 H -5.094 -3.924 -2.247
82 H -4.275 -3.364 -3.661
83 H -4.375 -2.097 -0.960
84 H -4.090 -1.195 -2.487
85 C -1.844 -6.036 2.481
86 C -1.902 -7.367 3.232
87 C -2.543 -8.488 2.425
88 F -2.715 -9.600 3.209
89 F -3.808 -8.229 1.972
90 F -0.638 -7.787 3.534
91 F -2.557 -7.191 4.397
92 O -1.163 -6.099 1.258
93 C -0.303 -5.026 1.030
94 C 0.336 -5.216 -0.387
95 F 1.073 -4.239 -0.920
96 F 1.073 -6.358 -0.415
97 F -0.979 -3.869 1.097
98 F 0.669 -4.950 1.957
99 H -1.599 -5.195 3.136
100 H -2.891 -5.740 2.323
101 H -1.946 -8.814 1.570
102 H -0.492 -5.377 -1.085
103 C -3.164 6.985 3.605
104 C -2.141 6.162 2.839
105 C -2.150 4.682 3.263
106 F -0.995 4.050 3.587
107 F -2.998 4.425 4.302
108 F -2.415 6.265 1.501
109 F -0.896 6.703 2.983
110 O -3.429 8.254 3.047
111 C -2.920 9.329 3.791
112 C -3.224 10.593 3.024
113 F -4.350 10.506 2.271
114 F -3.296 11.706 3.832
115 F -3.621 9.325 4.956
116 F -1.628 9.197 4.023
117 H -2.785 7.045 4.627
118 H -4.109 6.445 3.542
119 H -2.578 4.109 2.427
120 H -2.428 10.999 2.379
121 C 0.421 -0.183 1.083
122 C -0.678 0.665 1.796
123 C -1.988 -0.133 1.797
124 F -1.829 -1.383 2.250
125 F -2.971 0.529 2.497
126 F -0.302 0.745 3.116
127 F -0.913 1.916 1.380
128 O 1.065 0.453 0.015
129 C 1.843 -0.308 -0.842
130 C 1.551 0.049 -2.320
131 F 1.782 1.358 -2.518
132 F 2.418 -0.618 -3.118
133 F 3.111 0.025 -0.457
134 F 1.629 -1.611 -0.689
135 H 0.059 -1.173 0.811
136 H 1.155 -0.319 1.884
137 H -2.411 -0.087 0.787
138 H 0.536 -0.291 -2.532

***

(3)
# C4H6O5

C4H6O5 as an isolated structure in a non-equilibrium geometry (the ωB97M-V functional and the def2-TZVPD basis, the Open Molecules 2025 dataset).

Summary:
DFT total energy = -532.01444 hartree
total charge = 0
Kohn-Sham gap (alpha / beta) = 8.53 / 7.69 eV
maximum force = 0.103 hartree/bohr
energy above the lowest of the compared OMol25 structures with the same formula, charge and spin = 659.06 kJ/mol

Cartesian coordinates (Å):
1 C 0.759 0.108 0.915
2 C -0.714 -0.291 -0.450
3 C -1.968 0.480 -0.649
4 C 0.799 -0.209 -0.769
5 O -0.507 -0.619 0.889
6 O 1.672 -0.547 1.722
7 O 0.610 1.431 1.292
8 O 1.565 -1.397 -0.897
9 O 0.355 0.466 -1.760
10 H 2.365 -0.873 1.122
11 H 0.521 1.424 2.258
12 H 1.425 -2.018 -1.628
13 H -1.922 1.422 -0.091
14 H -2.145 0.707 -1.703
15 H -2.815 -0.084 -0.251

***

(4)
# C6H9ClO

A 2-piece molecular cluster, C6H9ClO overall in a non-equilibrium geometry (the ωB97M-V functional and the def2-TZVPD basis, the Open Molecules 2025 dataset).

Summary:
DFT total energy = -769.23852 hartree
total charge = 0
Kohn-Sham gap (alpha / beta) = 8.39 / 7.34 eV
maximum force = 0.127 hartree/bohr
energy above the lowest of the compared OMol25 structures with the same formula, charge and spin = 540.78 kJ/mol

Cartesian coordinates (Å):
1 C 2.015 0.185 -0.166
2 C -1.570 0.023 0.721
3 C -1.351 0.945 -0.461
4 C -0.701 -0.346 -0.410
5 C 2.071 0.604 1.225
6 C -0.753 -1.534 -1.284
7 O 2.762 -0.321 -0.925
8 Cl -0.548 2.489 -0.305
9 H -1.117 0.347 1.764
10 H -2.627 -0.540 0.877
11 H -2.109 1.187 -1.086
12 H 2.045 -0.272 1.687
13 H 1.388 1.399 1.429
14 H 3.128 1.104 1.535
15 H -1.910 -1.689 -1.535
16 H -0.354 -2.368 -0.905
17 H -0.370 -1.213 -2.161

***

(5)
# CHNO2PS

A 2-piece molecular cluster, CHNO2PS overall in a non-equilibrium geometry (the ωB97M-V functional and the def2-TZVPD basis, the Open Molecules 2025 dataset).

Summary:
DFT total energy = -983.58641 hartree
total charge = -1
Kohn-Sham gap = 8.70 eV
maximum force = 0.045 hartree/bohr
energy above the lowest of the compared OMol25 structures with the same formula, charge and spin = 149.14 kJ/mol

Cartesian coordinates (Å):
1 C -0.655 1.843 0.302
2 N -1.423 2.662 0.576
3 O 1.502 -0.345 -1.612
4 O -0.723 -1.200 -0.560
5 P 0.739 -0.400 -0.359
6 S 1.551 -0.970 1.311
7 H -0.992 -1.589 0.342

***

(6)
# C23H32BF4IrN3O2S4

C23H32BF4IrN3O2S4 as an isolated structure in a non-equilibrium geometry (the ωB97M-V functional and the def2-TZVPD basis, the Open Molecules 2025 dataset).

Summary:
DFT total energy = -3331.27221 hartree
total charge = +2
2S+1 = 6
Kohn-Sham gap (alpha / beta) = 8.92 / 4.88 eV
maximum force = 0.056 hartree/bohr

Cartesian coordinates (Å):
1 Ir 0.903 -0.415 0.226
2 C 3.877 -1.572 -0.462
3 C 2.902 -1.999 -1.590
4 N 1.921 -0.956 -1.868
5 C 2.469 0.209 -2.564
6 C 1.834 1.520 -2.083
7 N 1.730 1.623 -0.623
8 C 2.930 1.965 0.143
9 C 3.952 0.820 0.183
10 N 3.327 -0.494 0.360
11 H 4.059 -2.452 0.155
12 H 4.834 -1.263 -0.895
13 H 3.474 -2.250 -2.491
14 H 2.360 -2.886 -1.271
15 H 1.130 -1.344 -2.374
16 H 3.544 0.221 -2.396
17 H 2.305 0.136 -3.644
18 H 2.409 2.358 -2.496
19 H 0.815 1.575 -2.470
20 H 1.019 2.317 -0.412
21 H 3.422 2.858 -0.263
22 H 2.599 2.182 1.160
23 H 4.533 0.823 -0.740
24 H 4.653 1.024 0.998
25 H 3.344 -0.757 1.340
26 F -0.680 -1.753 1.697
27 B -0.009 -3.019 1.675
28 F 0.953 -2.798 0.606
29 F -0.852 -4.003 1.355
30 F 0.677 -3.155 2.835
31 O 1.455 -0.011 2.415
32 S 0.870 -0.597 3.684
33 C -0.733 0.279 3.851
34 C -0.538 1.461 4.791
35 C 0.952 1.801 4.791
36 C 1.667 0.476 4.944
37 H -1.462 -0.445 4.206
38 H -0.990 0.575 2.837
39 H -0.851 1.191 5.799
40 H -1.141 2.312 4.470
41 H 1.198 2.487 5.601
42 H 1.235 2.265 3.843
43 H 1.483 0.022 5.917
44 H 2.734 0.514 4.747
45 O -0.942 0.098 -0.621
46 C -2.119 0.149 -1.294
47 C -3.132 0.968 -0.525
48 C -4.200 1.722 -0.953
49 C -4.896 2.306 0.112
50 C -4.377 1.962 1.339
51 S -3.029 0.926 1.209
52 C -2.825 -1.202 -1.338
53 C -2.342 -2.437 -1.006
54 C -3.266 -3.462 -1.261
55 C -4.459 -2.991 -1.764
56 S -4.474 -1.307 -1.950
57 C -1.890 0.585 -2.722
58 C -1.465 -0.245 -3.730
59 C -1.222 0.443 -4.930
60 C -1.449 1.784 -4.820
61 S -1.962 2.235 -3.248
62 H -4.457 1.870 -1.985
63 H -5.738 2.964 -0.012
64 H -4.729 2.279 2.303
65 H -1.357 -2.610 -0.620
66 H -3.057 -4.504 -1.099
67 H -5.321 -3.569 -2.040
68 H -1.353 -1.310 -3.618
69 H -0.902 -0.034 -5.838
70 H -1.348 2.533 -5.579